[1]
{
  "formula": "C28H26Cl39F10N2O2S",
  "method": "ωB97M-V/def2-TZVPD",
  "orbital_gap_ev": 5.3382,
  "total_charge": 1,
  "e_tot_ha": -20686.0391,
  "elements": ["C", "C", "C", "C", "C", "C", "C", "S", "O", "O", "C", "F", "F", "C", "F", "F", "C", "F", "F", "C", "F", "F", "F", "C", "N", "N", "C", "C", "C", "F", "H", "H", "H", "H", "H", "H", "H", "H", "H", "H", "H", "H", "H", "C", "Cl", "Cl", "Cl", "H", "C", "Cl", "Cl", "Cl", "H", "C", "Cl", "Cl", "Cl", "H", "C", "Cl", "Cl", "Cl", "H", "C", "Cl", "Cl", "Cl", "H", "C", "Cl", "Cl", "Cl", "H", "C", "Cl", "Cl", "Cl", "H", "C", "Cl", "Cl", "Cl", "H", "C", "Cl", "Cl", "Cl", "H", "C", "Cl", "Cl", "Cl", "H", "C", "Cl", "Cl", "Cl", "H", "C", "Cl", "Cl", "Cl", "H", "C", "Cl", "Cl", "Cl", "H"],
  "coordinates": [[0.44, 4.80, 3.67], [-0.40, 3.89, 3.21], [-1.59, 3.11, 2.52], [-1.08, 2.09, 1.34], [-2.38, 1.87, 0.37], [-2.04, 1.03, -0.94], [-1.25, 1.60, -2.14], [-0.57, 3.33, -2.24], [0.72, 3.42, -1.48], [-0.24, 3.55, -3.71], [-1.72, 4.64, -1.59], [-1.45, 4.77, -0.18], [-3.07, 4.26, -1.85], [-1.41, 6.14, -2.19], [-0.04, 6.26, -2.62], [-1.53, 7.08, -1.11], [-2.31, 6.52, -3.46], [-1.57, 7.51, -4.19], [-2.48, 5.43, -4.39], [-3.74, 7.19, -3.14], [-3.68, 8.59, -3.42], [-4.27, 6.89, -1.87], [-4.67, 6.65, -4.10], [-0.99, 0.63, -3.29], [-1.35, -0.71, -3.45], [-2.06, -1.11, -2.40], [-2.43, -0.43, -1.24], [-3.31, -1.21, -0.13], [-4.81, -0.57, -0.23], [-5.63, -1.39, -1.07], [1.01, 5.65, 4.18], [-2.35, 3.84, 2.03], [-2.20, 2.52, 3.30], [-0.25, 2.64, 0.76], [-0.71, 1.10, 1.79], [-3.11, 1.21, 1.00], [-2.96, 2.85, 0.18], [-0.40, 1.06, -4.18], [-2.40, -2.11, -2.48], [-3.42, -2.31, -0.44], [-2.87, -1.11, 0.93], [-5.27, -0.36, 0.79], [-4.73, 0.47, -0.76], [2.35, 1.07, 4.49], [3.17, 0.52, 3.01], [3.52, 1.32, 5.79], [1.43, 2.56, 4.17], [1.65, 0.30, 4.79], [-2.43, 3.12, -6.96], [-3.20, 1.65, -6.33], [-0.89, 2.72, -7.75], [-3.51, 3.96, -8.08], [-2.22, 3.78, -6.12], [-0.77, -5.06, -1.66], [-1.12, -3.33, -1.82], [-1.32, -5.66, -0.09], [-1.52, -5.97, -2.98], [0.31, -5.20, -1.71], [-5.86, 3.05, 2.64], [-4.56, 1.84, 2.63], [-6.79, 2.94, 4.14], [-5.20, 4.68, 2.44], [-6.52, 2.84, 1.81], [3.37, 6.69, 2.12], [4.96, 6.16, 1.53], [2.70, 5.51, 3.26], [3.49, 8.29, 2.87], [2.70, 6.76, 1.26], [-4.01, -8.71, -2.25], [-5.57, -8.36, -3.02], [-4.21, -8.79, -0.49], [-3.33, -10.21, -2.87], [-3.33, -7.90, -2.48], [2.66, -2.36, -2.24], [2.52, -3.78, -3.28], [1.08, -1.57, -2.04], [3.32, -2.81, -0.66], [3.34, -1.65, -2.71], [-8.65, -3.23, -2.24], [-10.20, -2.87, -3.01], [-8.84, -3.31, -0.48], [-7.98, -4.73, -2.86], [-7.96, -2.42, -2.47], [5.96, -4.82, 1.93], [5.82, -6.24, 0.88], [4.39, -4.03, 2.12], [6.63, -5.27, 3.50], [6.64, -4.11, 1.46], [9.64, -2.61, 1.41], [8.09, -2.28, 0.62], [9.44, -2.70, 3.16], [10.34, -4.12, 0.79], [10.32, -1.80, 1.18], [6.29, 1.96, 8.79], [5.59, 0.38, 8.40], [6.83, 2.78, 7.32], [5.13, 2.96, 9.67], [7.16, 1.80, 9.43], [13.13, -3.52, -2.09], [12.99, -4.94, -3.14], [11.55, -2.74, -1.90], [13.80, -3.98, -0.52], [13.81, -2.82, -2.56], [-3.14, -9.48, 3.40], [-1.96, -10.19, 4.51], [-4.62, -9.02, 4.26], [-2.44, -8.08, 2.57], [-3.40, -10.23, 2.65]],
  "lowdin_charge": [-0.216, -0.211, -0.221, -0.141, -0.179, -0.007, -0.080, 0.850, -0.273, -0.310, -0.290, 0.044, 0.059, -0.181, 0.080, 0.096, -0.163, 0.088, 0.071, -0.281, 0.109, 0.112, 0.081, -0.057, 0.087, -0.103, -0.077, -0.056, -0.146, -0.087, -0.010, 0.078, 0.073, 0.102, 0.129, 0.019, 0.116, 0.148, 0.057, 0.113, 0.141, 0.108, 0.129, -1.488, 0.506, 0.513, 0.649, 0.015, -1.551, 0.503, 0.533, 0.545, -0.020, -1.440, 0.622, 0.560, 0.594, 0.005, -1.485, 0.624, 0.566, 0.559, 0.022, -1.476, 0.532, 0.631, 0.539, 0.021, -1.554, 0.521, 0.505, 0.532, -0.059, -1.482, 0.562, 0.528, 0.521, 0.025, -1.557, 0.529, 0.513, 0.512, -0.001, -1.548, 0.525, 0.486, 0.526, -0.076, -1.517, 0.549, 0.533, 0.505, 0.016, -1.540, 0.500, 0.512, 0.519, 0.016, -1.531, 0.526, 0.493, 0.515, 0.017, -1.546, 0.531, 0.524, 0.475, 0.012]
}



[2]
{
  "formula": "C4H7N3S",
  "method": "ωB97M-V/def2-TZVPD",
  "orbital_gap_ev": 9.0682,
  "e_above_lowest_kcal_mol": 50.0,
  "e_tot_ha": -719.0229,
  "elements": ["C", "C", "C", "C", "H", "H", "H", "H", "H", "H", "H", "N", "N", "N", "S"],
  "coordinates": [[-2.25, -1.36, 0.47], [-1.25, -0.69, -0.43], [1.00, -0.10, -0.07], [-1.04, 0.90, -0.09], [-1.96, -0.89, 1.54], [-3.35, -0.99, 0.44], [-2.02, -2.39, 0.21], [-1.41, -0.98, -1.42], [0.37, -1.91, -0.92], [0.95, 1.95, 0.61], [-2.78, 1.27, -0.23], [0.12, -1.11, -0.16], [0.34, 1.14, 0.09], [-1.93, 1.80, -0.08], [2.61, -0.09, 0.09]],
  "lowdin_charge": [-0.063, -0.320, -0.976, -0.354, 0.138, 0.105, 0.075, 0.118, 0.213, 0.211, 0.037, 0.005, 0.045, 0.135, 0.630]
}



[3]
{
  "formula": "C39H43N9O4SY",
  "method": "ωB97M-V/def2-TZVPD",
  "orbital_gap_ev": 6.5821,
  "total_charge": 1,
  "e_above_lowest_kcal_mol": 2.4,
  "e_tot_ha": -2742.2147,
  "elements": ["Y", "O", "C", "O", "C", "C", "C", "N", "C", "C", "C", "C", "C", "C", "C", "N", "C", "C", "C", "C", "C", "N", "H", "H", "H", "H", "H", "H", "H", "H", "H", "H", "C", "N", "C", "C", "N", "C", "C", "C", "C", "C", "C", "N", "C", "N", "C", "C", "N", "C", "C", "N", "C", "C", "H", "H", "H", "H", "H", "H", "H", "H", "H", "H", "H", "H", "H", "H", "H", "H", "H", "H", "H", "H", "H", "H", "H", "H", "H", "H", "H", "H", "O", "C", "O", "C", "C", "C", "C", "S", "C", "C", "H", "H", "H", "H", "H"],
  "coordinates": [[-0.26, 0.11, 0.60], [2.81, -1.42, 7.08], [2.76, -0.26, 6.64], [3.21, 0.83, 7.04], [1.93, -0.13, 5.35], [1.34, -1.24, 4.77], [0.69, -1.12, 3.56], [0.56, 0.07, 2.92], [1.07, 1.16, 3.54], [1.76, 1.09, 4.72], [0.88, 2.46, 2.86], [0.94, 3.65, 3.58], [0.85, 4.85, 2.90], [0.71, 4.84, 1.52], [0.61, 3.62, 0.89], [0.68, 2.44, 1.53], [0.07, -2.30, 2.90], [0.36, -3.58, 3.32], [-0.29, -4.65, 2.74], [-1.22, -4.41, 1.75], [-1.42, -3.10, 1.34], [-0.78, -2.05, 1.88], [1.44, -2.18, 5.30], [2.23, 1.95, 5.19], [1.04, 3.63, 4.65], [0.90, 5.79, 3.45], [0.66, 5.75, 0.94], [0.47, 3.58, -0.18], [1.09, -3.75, 4.11], [-0.07, -5.66, 3.06], [-1.77, -5.21, 1.27], [-2.13, -2.87, 0.56], [5.09, 0.64, -0.92], [3.70, 1.06, -0.74], [3.50, 2.50, -0.82], [2.69, 0.19, -0.60], [1.42, 0.41, -0.93], [1.05, 1.35, -1.95], [1.83, 1.48, -3.10], [1.56, 2.46, -4.04], [0.50, 3.33, -3.84], [-0.34, 3.14, -2.75], [-0.14, 2.10, -1.84], [-1.06, 1.84, -0.79], [-2.37, 1.96, -0.96], [-3.01, 2.07, -2.14], [-4.28, 2.77, -2.30], [-2.56, 1.41, -3.36], [-3.16, 2.02, 0.16], [-2.55, 2.31, 1.45], [-4.37, 1.20, 0.26], [3.00, -1.02, -0.05], [3.75, -1.09, 1.21], [2.10, -2.15, -0.28], [5.47, 1.08, -1.84], [5.16, -0.44, -0.98], [5.71, 0.99, -0.09], [3.54, 2.86, -1.85], [4.28, 2.99, -0.24], [2.53, 2.78, -0.40], [2.68, 0.82, -3.23], [2.19, 2.55, -4.92], [0.31, 4.14, -4.53], [-1.20, 3.78, -2.62], [-4.52, 3.35, -1.41], [-5.10, 2.07, -2.51], [-4.20, 3.45, -3.15], [-1.75, 0.72, -3.16], [-2.25, 2.14, -4.11], [-3.40, 0.83, -3.76], [-1.86, 3.14, 1.37], [-2.03, 1.46, 1.91], [-3.35, 2.57, 2.14], [-4.69, 0.85, -0.71], [-5.17, 1.78, 0.72], [-4.17, 0.32, 0.87], [4.33, -0.19, 1.37], [4.44, -1.94, 1.19], [3.07, -1.22, 2.06], [1.71, -2.12, -1.29], [1.26, -2.20, 0.43], [2.66, -3.07, -0.13], [-3.00, -6.58, -4.97], [-2.12, -6.38, -3.96], [-1.38, -7.25, -3.63], [-2.15, -5.04, -3.28], [-1.03, -4.70, -2.53], [-0.99, -3.49, -1.86], [-2.06, -2.60, -1.91], [-2.01, -1.06, -1.05], [-3.19, -2.95, -2.64], [-3.23, -4.16, -3.32], [-3.47, -5.77, -5.18], [-0.21, -5.39, -2.49], [-0.11, -3.23, -1.29], [-4.05, -2.29, -2.66], [-4.14, -4.42, -3.86]],
  "lowdin_charge": [1.408, -0.010, -0.675, -0.012, -0.054, 0.065, -0.211, 0.038, -0.197, 0.064, -0.209, 0.017, -0.019, -0.029, -0.156, 0.054, -0.228, 0.012, -0.016, -0.022, -0.150, 0.001, 0.122, 0.126, 0.126, 0.124, 0.119, 0.089, 0.120, 0.125, 0.123, 0.043, -0.019, -0.115, -0.009, -0.380, 0.001, -0.227, -0.039, -0.066, -0.066, -0.055, -0.267, -0.029, -0.441, -0.130, -0.030, -0.046, -0.142, -0.044, -0.053, -0.136, -0.009, -0.047, 0.101, 0.094, 0.099, 0.096, 0.106, 0.063, 0.127, 0.113, 0.113, 0.126, 0.096, 0.094, 0.099, 0.061, 0.093, 0.101, 0.082, 0.060, 0.108, 0.075, 0.101, 0.083, 0.088, 0.104, 0.084, 0.090, 0.050, 0.111, 0.126, -0.479, 0.130, -0.137, -0.002, -0.109, -0.633, 0.652, -0.098, -0.020, 0.095, 0.127, 0.070, 0.102, 0.117]
}



[4]
{
  "formula": "C6H9BrO3",
  "method": "ωB97M-V/def2-TZVPD",
  "orbital_gap_ev": 10.5248,
  "e_above_lowest_kcal_mol": 0.0,
  "e_tot_ha": -3033.6711,
  "elements": ["Br", "O", "O", "O", "C", "C", "C", "C", "C", "C", "H", "H", "H", "H", "H", "H", "H", "H", "H"],
  "coordinates": [[1.33, 0.71, -2.28], [-1.95, -0.04, -0.46], [1.02, -1.64, -0.27], [-0.38, 1.12, 1.08], [0.07, 1.85, 0.03], [-0.32, -1.76, -0.70], [1.30, 1.02, -0.30], [-1.14, -1.01, 0.21], [1.23, -0.36, 0.41], [-0.11, -0.31, 1.05], [-2.13, 0.57, 0.20], [-0.77, 2.09, -0.65], [0.38, 2.95, 0.31], [-0.59, -2.75, -0.84], [-0.33, -1.28, -1.72], [2.24, 1.53, -0.06], [-1.83, -1.52, 0.88], [2.08, -0.47, 1.10], [-0.10, -0.69, 2.03]],
  "lowdin_charge": [0.726, 0.015, -0.101, -0.111, -0.277, -0.171, -0.492, -0.285, -0.235, -0.193, 0.047, 0.117, 0.155, 0.116, 0.102, 0.099, 0.161, 0.166, 0.159]
}



[5]
{
  "formula": "C36H68N10PZr",
  "method": "ωB97M-V/def2-TZVPD",
  "orbital_gap_ev": 6.3177,
  "total_charge": 3,
  "e_tot_ha": -2347.6522,
  "elements": ["Zr", "N", "C", "C", "N", "C", "C", "N", "H", "H", "H", "H", "H", "H", "H", "H", "H", "H", "H", "H", "H", "C", "C", "C", "P", "C", "C", "C", "C", "C", "C", "C", "C", "C", "C", "N", "C", "C", "C", "C", "C", "C", "C", "C", "C", "H", "H", "H", "H", "H", "H", "H", "H", "H", "H", "H", "H", "H", "H", "H", "H", "H", "H", "H", "H", "H", "H", "H", "H", "H", "H", "H", "H", "H", "H", "H", "C", "N", "C", "N", "C", "N", "C", "N", "C", "C", "H", "H", "H", "H", "H", "H", "H", "H", "H", "H", "H", "H", "C", "C", "C", "C", "N", "N", "H", "H", "H", "H", "H", "H", "H", "H", "H", "H", "H", "H"],
  "coordinates": [[-0.54, 0.78, 0.49], [-2.66, 0.89, 1.61], [-2.82, -0.07, 2.74], [-1.95, -1.33, 2.55], [-0.58, -1.05, 2.10], [0.37, -0.73, 3.17], [0.52, 0.77, 3.58], [0.55, 1.68, 2.36], [-2.76, 1.86, 1.98], [-3.39, 0.76, 0.88], [-3.84, -0.44, 2.90], [-2.57, 0.37, 3.74], [-2.43, -1.98, 1.80], [-1.93, -1.83, 3.55], [-0.25, -1.96, 1.69], [1.34, -1.16, 2.95], [0.08, -1.24, 4.10], [1.41, 0.91, 4.14], [-0.41, 1.08, 4.16], [1.52, 1.66, 1.92], [0.42, 2.65, 2.68], [2.07, 3.67, -0.03], [0.79, 4.53, -0.32], [1.02, 5.40, -1.52], [-0.81, 3.56, -0.22], [-2.00, 4.62, 0.63], [-1.97, 6.06, 0.22], [-3.45, 4.19, 0.40], [-1.59, 3.25, -1.88], [-2.02, 4.27, -2.74], [-2.73, 3.96, -3.88], [-3.29, 4.99, -4.86], [-3.06, 2.62, -4.09], [-2.67, 1.58, -3.23], [-1.82, 1.91, -2.16], [-1.42, 0.88, -1.29], [-1.08, -0.42, -1.82], [-0.01, -0.63, -2.63], [0.80, 0.57, -3.11], [0.32, -1.85, -3.12], [-0.46, -2.94, -2.90], [-0.07, -4.28, -3.38], [-1.61, -2.75, -2.17], [-2.01, -1.52, -1.70], [-3.36, -1.41, -0.97], [2.95, 4.29, -0.07], [2.11, 2.97, -0.85], [2.15, 3.20, 0.96], [0.63, 5.11, 0.59], [1.02, 4.79, -2.42], [1.95, 5.98, -1.36], [0.23, 6.10, -1.80], [-1.65, 4.57, 1.68], [-2.32, 6.27, -0.73], [-0.99, 6.49, 0.24], [-2.54, 6.64, 0.93], [-3.82, 4.57, -0.54], [-4.06, 4.69, 1.10], [-3.78, 3.10, 0.54], [-1.95, 5.30, -2.44], [-2.57, 5.24, -5.66], [-3.88, 5.89, -4.54], [-4.05, 4.43, -5.41], [-3.68, 2.34, -4.91], [-3.02, 0.58, -3.41], [0.36, 0.90, -4.05], [1.84, 0.31, -3.18], [0.68, 1.44, -2.47], [1.18, -1.97, -3.78], [-0.51, -5.17, -2.87], [1.04, -4.39, -3.35], [-0.35, -4.42, -4.42], [-2.23, -3.63, -2.04], [-3.82, -2.43, -0.86], [-4.07, -0.83, -1.59], [-3.30, -0.79, -0.12], [1.13, -3.96, 2.75], [0.63, -3.60, 1.39], [-0.64, -4.32, 1.24], [-0.52, -5.77, 1.35], [-0.05, -6.06, 2.73], [1.27, -5.37, 2.96], [2.24, -5.84, 1.97], [1.81, -5.59, 0.59], [1.57, -4.14, 0.41], [0.54, -6.26, 0.37], [0.45, -3.53, 3.48], [2.13, -3.45, 2.88], [-1.14, -4.05, 0.31], [-1.37, -4.00, 2.01], [0.10, -7.09, 2.91], [-0.70, -5.56, 3.51], [2.39, -6.89, 2.09], [3.17, -5.27, 2.18], [1.27, -3.86, -0.56], [2.52, -3.64, 0.55], [0.61, -7.36, 0.41], [0.19, -6.03, -0.64], [4.80, 1.37, 1.21], [4.04, 0.06, 0.90], [4.69, -0.62, -0.30], [3.92, -0.88, 2.02], [2.63, 0.57, 0.55], [1.55, -0.44, 0.21], [5.82, 1.05, 1.58], [4.20, 1.88, 2.04], [4.94, 2.03, 0.37], [5.70, -0.86, -0.08], [4.72, 0.10, -1.11], [4.31, -1.57, -0.65], [4.94, -1.35, 2.23], [3.31, -1.75, 1.72], [3.60, -0.38, 2.99], [2.71, 1.11, -0.29], [1.59, -1.19, 0.93], [1.72, -0.97, -0.67]],
  "lowdin_charge": [1.699, -0.055, -0.189, -0.201, -0.161, -0.196, -0.146, -0.112, 0.102, 0.094, 0.138, 0.131, 0.118, 0.145, 0.068, 0.076, 0.131, 0.116, 0.134, 0.052, 0.102, -0.103, -0.520, -0.091, 1.065, -0.546, -0.095, -0.092, -0.282, -0.028, -0.230, -0.025, 0.011, 0.031, -0.335, -0.212, -0.292, -0.250, 0.010, -0.006, -0.262, -0.023, -0.007, -0.159, -0.004, 0.093, 0.056, 0.040, 0.098, 0.089, 0.113, 0.078, 0.114, 0.056, 0.073, 0.108, 0.090, 0.075, 0.088, 0.103, 0.096, 0.113, 0.074, 0.122, 0.118, 0.112, 0.084, 0.051, 0.150, 0.097, 0.106, 0.103, 0.133, 0.121, 0.098, 0.001, -0.200, -0.117, -0.204, -0.056, -0.105, -0.082, -0.142, -0.064, -0.170, -0.129, 0.112, 0.133, 0.117, 0.117, 0.119, 0.146, 0.129, 0.140, 0.101, 0.107, 0.144, 0.112, -0.013, -0.615, -0.030, -0.056, -0.039, -0.011, 0.126, 0.101, 0.078, 0.090, 0.095, 0.083, 0.142, 0.053, 0.111, 0.064, 0.053, 0.108]
}



[6]
{
  "formula": "C7H10O2",
  "method": "ωB97M-V/def2-TZVPD",
  "orbital_gap_ev": 9.3029,
  "e_above_lowest_kcal_mol": 78.2,
  "e_tot_ha": -423.0753,
  "elements": ["C", "C", "C", "C", "C", "C", "C", "O", "O", "H", "H", "H", "H", "H", "H", "H", "H", "H", "H"],
  "coordinates": [[0.85, -0.56, 0.41], [0.87, -1.72, -0.20], [-0.34, -0.22, 1.20], [-3.36, 0.20, -0.50], [2.41, 0.79, -1.05], [-2.06, 0.02, -0.23], [1.68, 0.57, 0.08], [-1.27, 0.70, 0.61], [1.81, 1.64, 1.05], [1.67, -1.99, -0.86], [0.10, -2.48, 0.01], [-1.08, -1.10, 1.40], [0.05, 0.25, 2.11], [-3.74, 1.01, 0.10], [-3.94, -0.41, -1.13], [2.54, 0.10, -1.88], [2.82, 1.85, -1.15], [-1.53, -0.89, -0.58], [2.51, 2.22, 0.58]],
  "lowdin_charge": [-0.276, 0.091, -0.174, 0.046, 0.067, -0.270, -0.302, -0.069, -0.028, 0.071, 0.088, 0.160, 0.133, 0.057, 0.036, 0.061, 0.086, 0.108, 0.114]
}